Entry from OMol25: a gas-phase ion, C5H10FN2 (charge +1) at a distorted geometry (the ωB97M-V functional and the def2-TZVPD basis).

The geometry in XYZ format:
```
18
Properties=species:S:1:pos:R:3:forces:R:3
N 3.5794 0.9046 -0.7103 1.215 -0.385 -1.277
C 2.3786 0.5704 -1.0662 -3.063 -0.739 1.439
N 1.2411 0.2700 -1.0193 2.721 0.483 -0.164
C -0.1909 0.1789 -1.3900 0.828 -0.142 0.671
C -1.0814 0.9377 -0.3478 1.009 -2.952 -0.499
C -1.3578 0.0222 0.8724 -0.615 1.965 1.176
C -0.1951 -0.4141 1.7395 2.976 0.792 -2.864
F 0.2808 -1.6140 1.1600 -0.005 -0.057 0.199
H 3.6892 1.4531 0.1367 0.151 -0.086 -0.199
H 4.4066 0.6445 -1.2986 -1.153 0.470 0.924
H -0.4238 -0.8893 -1.3971 0.004 0.180 0.044
H -0.0402 0.5113 -2.3992 -1.291 0.574 -0.645
H -2.0488 1.0419 -0.7526 -1.003 0.424 -1.007
H -0.6820 1.8875 -0.1521 0.559 1.275 0.564
H -2.0541 0.6615 1.4932 0.505 -0.965 -0.411
H -1.8974 -0.8674 0.5285 0.057 0.166 0.251
H 0.7595 0.2563 1.7053 -1.801 -0.486 -0.175
H -0.3044 -0.5751 2.7544 -1.095 -0.518 1.975
```
Positions in Å, forces in eV/Å.

## Properties
2S+1: 1
Lowest unoccupied orbital energy (eV): -4.22
Total charge: +1
E (eV): -11036.4122
ΔE to the lowest compared entry with this formula, charge and spin (kcal per mole): 50.4
Kohn-Sham gap (Eh): 0.3962
Largest force on an atom (eV/A): 4.21